Below is a cluster of 2 separate species, C3H9NO2S2 in total, with properties calculated with ωB97M-V with the def2-TZVPD basis set.

XYZ file:
```
17
Properties=species:S:1:pos:R:3:nbo_charge:R:1
S 2.91 0.57 2.54 -0.13
S 2.70 -0.51 0.75 0.04
C 0.89 -0.05 0.11 -0.49
C 0.56 -0.19 -1.36 -0.26
N -0.98 -0.38 -1.57 -0.61
C -1.56 -1.57 -1.37 0.52
O -2.74 -1.68 -1.28 -0.59
H 2.28 -0.14 3.50 0.12
H 0.10 -0.46 0.76 0.24
H 0.97 1.08 0.38 0.22
H 1.11 -1.05 -1.70 0.21
H 0.80 0.63 -2.08 0.22
H -1.47 0.43 -1.53 0.39
H -0.90 -2.40 -1.01 0.10
H -1.21 1.79 2.01 0.47
H -1.74 2.42 0.74 0.47
O -1.72 1.51 1.11 -0.93
```

Its SMILES is O=CNCCSS.O. As for the HOMO energy: -9.385 eV. The value obtained for the LUMO energy is 0.00312 Ha. The energy above the lowest of the compared OMol25 structures with the same formula, charge and spin comes out at 213.1 kJ/mol. The energy is -30511.155 eV.